No. 1
Below is a molecular structure, C22H44Cl2O6PbSi, with properties calculated with the ωB97M-V functional and the def2-TZVPD basis.

**Total charge**: -2
**Molecular weight**: 710.8 g mol⁻¹
**Frontier orbital gap (alpha / beta)**: 3.88 / 3.88 eV

Element x y z (Å)
C (0.318, -1.402, -4.847)
C (1.185, -0.278, -4.948)
C (0.379, 0.897, -4.997)
C (2.657, -0.281, -4.937)
C (-0.980, 0.503, -4.844)
C (-1.019, -0.916, -4.751)
C (-2.226, -1.741, -4.575)
C (0.712, -2.824, -4.836)
C (0.896, 2.270, -5.104)
C (-2.148, 1.400, -4.778)
Pb (0.217, -0.657, -0.865)
Cl (1.382, 1.438, -1.819)
Cl (1.997, -2.164, -1.759)
O (-1.532, 0.149, -1.771)
H (3.043, -1.303, -4.875)
H (3.025, 0.271, -4.060)
H (3.056, 0.210, -5.835)
H (1.621, 2.466, -4.303)
H (0.079, 2.993, -5.009)
H (1.398, 2.423, -6.071)
H (-1.836, 2.405, -4.475)
H (-2.866, 1.019, -4.042)
H (-2.651, 1.477, -5.753)
H (-2.960, -1.206, -3.963)
H (-1.983, -2.684, -4.072)
H (-2.689, -1.986, -5.543)
H (1.660, -2.960, -4.308)
H (0.814, -3.225, -5.857)
H (-0.040, -3.425, -4.315)
H (-1.275, 1.084, -1.886)
O (-0.737, -2.291, 0.247)
H (-0.993, -2.963, -0.403)
C (1.197, 3.644, 3.289)
C (1.978, 2.343, 3.131)
C (2.561, 2.272, 1.731)
C (3.145, 2.347, 4.115)
O (1.125, 1.223, 3.433)
Si (0.088, 0.384, 2.451)
O (0.738, 0.233, 1.004)
O (-0.189, -1.032, 3.240)
C (0.675, -2.175, 3.391)
C (1.909, -2.143, 2.498)
C (1.141, -2.215, 4.845)
C (-0.125, -3.413, 3.028)
O (-1.354, 1.188, 2.427)
C (-2.716, 0.704, 2.465)
C (-3.010, -0.309, 1.362)
C (-3.002, 0.087, 3.828)
C (-3.620, 1.913, 2.270)
H (1.880, 4.487, 3.112)
H (0.796, 3.730, 4.305)
H (0.375, 3.699, 2.567)
H (3.295, 3.081, 1.609)
H (3.080, 1.322, 1.569)
H (1.802, 2.380, 0.951)
H (2.796, 2.395, 5.153)
H (3.773, 1.458, 3.986)
H (3.769, 3.229, 3.920)
H (2.518, -1.249, 2.669)
H (2.530, -3.023, 2.730)
H (1.628, -2.201, 1.440)
H (0.280, -2.314, 5.517)
H (1.811, -3.069, 5.003)
H (1.673, -1.287, 5.091)
H (-1.001, -3.501, 3.679)
H (-0.448, -3.330, 1.975)
H (0.503, -4.308, 3.156)
H (-2.407, -1.222, 1.451)
H (-4.069, -0.600, 1.425)
H (-2.824, 0.102, 0.360)
H (-2.798, 0.820, 4.617)
H (-4.061, -0.202, 3.894)
H (-2.381, -0.798, 3.997)
H (-3.431, 2.669, 3.040)
H (-3.461, 2.365, 1.286)
H (-4.673, 1.614, 2.343)

Löwdin population analysis, charges in e, atoms 1 to 5: atom 1 (C): -0.28, atom 2 (C): -0.29, atom 3 (C): -0.30, atom 4 (C): -0.11, atom 5 (C): -0.28

=====

No. 2
Below is a gas-phase ion, C9H13N4P (charge +2), with properties calculated with the ωB97M-V functional and the def2-TZVPD basis.

**Total charge**: +2
**Molecular weight**: 208.2 g mol⁻¹
**Frontier orbital gap (alpha / beta)**: 7.59 / 7.59 eV
**Energy relative to the best compared isomer or geometry (same formula, charge and spin)**: 1.5 kcal per mole

Element x y z (Å)
C (-3.381, -1.580, -0.075)
N (-2.629, -0.337, -0.010)
C (-3.080, 0.957, -0.113)
C (-2.068, 1.972, 0.171)
N (-0.887, 1.598, 0.363)
C (0.322, 2.200, 0.668)
N (1.363, 1.251, 0.344)
C (2.604, 1.618, -0.114)
C (3.321, 0.427, -0.308)
N (2.558, -0.578, 0.031)
C (2.840, -1.974, 0.016)
C (1.318, -0.074, 0.381)
P (-0.053, -1.194, 1.100)
C (-1.369, -0.542, 0.080)
H (-3.446, -1.953, -1.130)
H (-2.819, -2.244, 0.626)
H (-4.409, -1.525, 0.350)
H (-4.159, 1.272, -0.379)
H (-2.213, 3.125, 0.200)
H (0.304, 2.598, 1.722)
H (0.403, 3.209, 0.030)
H (3.015, 2.605, -0.099)
H (4.291, 0.144, -0.636)
H (2.377, -2.379, -0.940)
H (3.877, -2.076, -0.163)
H (2.600, -2.540, 0.901)
H (-0.166, -0.118, 2.119)

natural (NBO) population analysis, charges in e, atoms 1 to 5: atom 1 (C): -0.42, atom 2 (N): -0.35, atom 3 (C): -0.08, atom 4 (C): 0.12, atom 5 (N): -0.38

=====

No. 3
Below is a molecular structure, C20H22Cl2F4N7V, with properties calculated with the ωB97M-V functional and the def2-TZVPD basis.

**Total charge**: 0
**Molecular weight**: 558.3 g mol⁻¹
**Expectation value of S²**: 2.02
**Multiplicity**: 3
**Frontier orbital gap (alpha / beta)**: 7.66 / 7.89 eV
**Energy relative to the best compared isomer or geometry (same formula, charge and spin)**: 0.0 kcal per mole

Element x y z (Å)
V (-0.544, 0.375, 0.477)
C (-3.817, 1.727, 1.604)
C (-3.656, 1.021, 0.270)
N (-2.352, 1.207, -0.428)
C (-2.564, 0.694, -1.821)
C (-1.368, 0.128, -2.572)
C (-1.969, 2.640, -0.436)
C (-0.608, 2.850, -1.076)
N (0.309, 1.904, -0.456)
C (1.661, 2.074, -0.615)
C (2.540, 1.543, 0.341)
F (2.023, 0.914, 1.418)
C (3.908, 1.641, 0.237)
F (4.663, 1.092, 1.205)
C (4.511, 2.296, -0.818)
C (3.670, 2.835, -1.769)
F (4.189, 3.472, -2.830)
C (2.295, 2.724, -1.684)
F (1.561, 3.227, -2.698)
H (-3.893, 2.809, 1.498)
H (-3.005, 1.496, 2.291)
H (-4.750, 1.384, 2.053)
H (-3.770, -0.055, 0.406)
H (-4.451, 1.353, -0.409)
H (-3.294, -0.110, -1.735)
H (-3.036, 1.499, -2.398)
H (-0.935, -0.719, -2.042)
H (-1.730, -0.242, -3.533)
H (-0.579, 0.849, -2.768)
H (-2.744, 3.234, -0.939)
H (-1.911, 2.966, 0.603)
H (-0.681, 2.742, -2.161)
H (-0.301, 3.886, -0.894)
H (5.584, 2.379, -0.896)
Cl (2.786, -2.022, -0.479)
C (1.354, -2.946, -0.857)
C (1.504, -4.126, -1.560)
C (0.388, -4.881, -1.887)
C (-0.869, -4.437, -1.505)
C (-0.995, -3.254, -0.804)
Cl (-2.594, -2.735, -0.341)
C (0.102, -2.440, -0.435)
N (-0.028, -1.298, 0.273)
H (2.495, -4.445, -1.852)
H (0.498, -5.806, -2.436)
H (-1.758, -5.004, -1.746)
N (1.544, -1.938, 2.624)
C (1.304, -1.581, 3.875)
N (2.017, -2.136, 4.872)
N (0.366, -0.706, 4.251)
C (-0.232, -0.024, 3.338)
N (-0.811, 0.602, 2.541)
H (2.330, -2.523, 2.395)
H (0.991, -1.578, 1.820)
H (2.761, -2.782, 4.689)
H (1.889, -1.776, 5.800)

natural (NBO) population analysis, charges in e, atoms 1 to 5: atom 1 (V): 1.45, atom 2 (C): -0.63, atom 3 (C): -0.21, atom 4 (N): -0.49, atom 5 (C): -0.22

=====

No. 4
Below is a molecular structure, C17H42CaCl2K2NO13S, with properties calculated with the ωB97M-V functional and the def2-TZVPD basis.

**Total charge**: +1
**Molecular weight**: 689.8 g mol⁻¹
**Frontier orbital gap**: 1.67 eV

Element x y z (Å)
C (3.413, -1.440, -0.532)
C (2.555, -0.842, 0.338)
C (1.754, 0.428, -0.006)
O (0.820, 0.038, -1.007)
C (-0.417, -0.130, -0.358)
C (-1.407, -0.970, -1.158)
C (-2.770, -0.962, -0.383)
O (-3.834, -0.374, -1.110)
C (-4.627, 0.434, -0.245)
C (-6.049, 0.598, -0.822)
O (-1.505, -0.664, -2.517)
C (-1.561, 0.742, -2.777)
N (2.610, 1.526, -0.425)
C (3.424, 1.930, 0.736)
C (1.886, 2.651, -0.876)
C (2.713, 3.772, -1.519)
O (0.696, 2.807, -0.760)
H (4.092, -0.889, -1.223)
H (3.369, -2.579, -0.598)
H (2.356, -1.265, 1.329)
H (1.241, 0.760, 0.920)
H (-0.224, -0.708, 0.576)
H (-0.867, 0.819, -0.006)
H (-1.014, -2.017, -1.105)
H (-2.626, -0.506, 0.612)
H (-3.055, -2.018, -0.174)
H (-4.745, -0.014, 0.754)
H (-4.191, 1.442, -0.111)
H (-6.478, -0.359, -1.142)
H (-6.689, 0.970, -0.003)
H (-6.093, 1.370, -1.610)
H (-0.528, 1.093, -2.931)
H (-2.078, 1.304, -1.989)
H (-2.069, 0.853, -3.745)
H (4.313, 2.510, 0.459)
H (3.732, 1.083, 1.357)
H (2.777, 2.555, 1.377)
H (3.766, 3.480, -1.609)
H (2.696, 4.626, -0.820)
H (2.275, 4.129, -2.456)
K (-0.731, -3.981, -0.631)
O (3.254, 2.303, 3.961)
H (3.896, 3.000, 4.134)
H (2.426, 2.779, 3.840)
O (2.727, 0.002, 8.405)
S (3.186, 0.398, 7.065)
O (4.348, -0.428, 6.679)
O (3.581, 1.818, 7.064)
O (2.087, 0.190, 6.090)
Ca (5.426, -2.908, -1.328)
O (2.825, -1.961, 3.744)
H (3.528, -1.367, 3.459)
H (2.235, -1.391, 4.261)
O (4.534, -4.432, 4.638)
H (4.302, -5.120, 5.270)
H (3.767, -3.844, 4.635)
C (-3.448, 3.571, -3.230)
O (-2.193, 3.563, -3.849)
H (-4.215, 3.472, -4.003)
H (-3.529, 2.728, -2.529)
H (-3.591, 4.519, -2.693)
H (-1.522, 3.651, -3.159)
C (8.242, -5.330, -5.215)
C (8.269, -4.576, -3.877)
O (6.983, -4.348, -3.476)
H (7.740, -4.750, -5.993)
H (9.265, -5.526, -5.559)
H (7.737, -6.294, -5.122)
H (8.910, -3.689, -4.054)
H (8.906, -5.188, -3.208)
Cl (-11.281, 1.820, 2.604)
C (-9.824, 1.028, 1.965)
C (-10.153, -0.203, 1.153)
Cl (-10.789, -1.522, 2.161)
H (-9.173, 0.791, 2.804)
H (-9.317, 1.761, 1.335)
H (-9.249, -0.579, 0.673)
H (-10.886, 0.014, 0.379)
K (-5.935, 3.845, -2.834)

Löwdin population analysis, charges in e, atoms 1 to 5: atom 1 (C): -0.16, atom 2 (C): -0.07, atom 3 (C): -0.35, atom 4 (O): -0.05, atom 5 (C): -0.19

=====

No. 5
Below is a molecular structure, C17H33Br2F3N2O6P3Y, with properties calculated with the ωB97M-V functional and the def2-TZVPD basis.

**Total charge**: 0
**Molecular weight**: 760.1 g mol⁻¹
**Frontier orbital gap**: 8.66 eV
**Energy relative to the best compared isomer or geometry (same formula, charge and spin)**: 0.0 kcal per mole

Element x y z (Å)
Y (-0.940, 0.634, -0.052)
N (3.381, 3.356, -0.687)
C (2.337, 3.067, 0.375)
C (2.599, 3.960, 1.581)
P (2.480, 1.243, 0.705)
O (3.215, 1.144, 2.125)
O (1.084, 0.705, 0.906)
O (3.361, 0.752, -0.384)
P (0.751, 3.570, -0.475)
O (-0.188, 3.990, 0.759)
O (1.161, 4.724, -1.316)
O (0.104, 2.362, -1.112)
H (4.241, 3.709, -0.273)
H (2.977, 4.055, -1.334)
H (3.594, 2.439, -1.129)
H (3.599, 3.781, 1.982)
H (1.882, 3.735, 2.367)
H (2.494, 5.014, 1.314)
H (2.613, 0.830, 2.811)
H (-0.322, 4.943, 0.818)
F (-1.020, -0.768, 3.007)
C (-1.673, 0.206, 2.291)
F (-3.013, -0.078, 2.498)
F (-1.467, 1.348, 3.072)
C (1.432, -2.448, 1.935)
C (1.461, -2.875, 0.464)
C (1.750, -4.376, 0.386)
P (-0.013, -2.229, -0.467)
C (-1.417, -3.430, -0.364)
C (-1.319, -4.724, -1.169)
C (-1.793, -3.698, 1.094)
C (0.516, -2.230, -2.249)
C (1.418, -3.368, -2.724)
C (1.184, -0.888, -2.562)
H (2.389, -2.694, 2.401)
H (0.650, -2.973, 2.484)
H (1.248, -1.383, 2.046)
H (2.284, -2.334, -0.021)
H (0.993, -4.945, 0.927)
H (2.709, -4.580, 0.869)
H (1.801, -4.759, -0.630)
H (-2.224, -2.835, -0.806)
H (-0.512, -5.371, -0.824)
H (-1.178, -4.530, -2.232)
H (-2.254, -5.280, -1.062)
H (-1.062, -4.344, 1.584)
H (-2.759, -4.205, 1.138)
H (-1.873, -2.778, 1.675)
H (-0.434, -2.270, -2.791)
H (2.393, -3.328, -2.236)
H (1.589, -3.260, -3.798)
H (0.988, -4.354, -2.556)
H (2.050, -0.705, -1.922)
H (0.489, -0.050, -2.459)
H (1.527, -0.873, -3.599)
Br (-5.895, 5.804, -0.207)
C (-4.626, 4.417, -0.091)
C (-4.436, 3.749, 1.104)
C (-3.491, 2.738, 1.142)
N (-2.763, 2.381, 0.080)
C (-2.968, 3.037, -1.069)
C (-3.883, 4.063, -1.204)
H (-5.005, 3.997, 1.988)
H (-3.316, 2.195, 2.058)
H (-2.374, 2.723, -1.917)
H (-4.012, 4.561, -2.153)
Br (-2.514, -0.267, -2.108)

natural (NBO) population analysis, charges in e, atoms 1 to 5: atom 1 (Y): 1.76, atom 2 (N): -0.72, atom 3 (C): -0.63, atom 4 (C): -0.63, atom 5 (P): 2.42

=====

No. 6
Below is a molecular structure, C33H34BrN7O4PbS, with properties calculated with the ωB97M-V functional and the def2-TZVPD basis.

**Total charge**: +2
**Molecular weight**: 911.9 g mol⁻¹
**Frontier orbital gap**: 6.31 eV
**Energy relative to the best compared isomer or geometry (same formula, charge and spin)**: 0.0 kcal per mole

Element x y z (Å)
Pb (1.096, -0.788, 0.719)
C (-1.172, -2.701, -0.725)
C (-1.079, -3.519, 0.567)
N (-0.446, -2.767, 1.621)
C (0.302, -3.605, 2.546)
C (1.631, -4.043, 1.984)
C (2.218, -5.307, 2.253)
C (3.505, -5.562, 1.739)
C (4.107, -4.646, 0.845)
C (3.466, -3.481, 0.574)
C (3.984, -2.389, -0.361)
N (2.894, -1.578, -0.967)
C (2.263, -2.134, -2.189)
C (1.037, -2.918, -1.830)
N (0.071, -2.037, -1.160)
N (2.256, -3.220, 1.168)
H (-1.724, -1.818, -0.497)
H (-1.588, -3.154, -1.607)
H (-0.464, -4.376, 0.284)
H (-2.028, -3.894, 0.840)
H (-1.215, -2.363, 2.181)
H (-0.208, -4.505, 2.898)
H (0.614, -2.979, 3.378)
H (1.751, -6.057, 2.938)
H (3.976, -6.506, 1.924)
H (5.058, -4.836, 0.429)
H (4.620, -2.880, -1.075)
H (4.656, -1.715, 0.206)
H (3.199, -0.637, -1.229)
H (2.943, -2.789, -2.649)
H (2.072, -1.264, -2.843)
H (1.419, -3.741, -1.248)
H (0.549, -3.345, -2.734)
H (-0.190, -1.331, -1.826)
Br (-1.923, 0.902, -6.116)
C (-0.922, 0.834, -4.526)
C (0.488, 0.872, -4.594)
C (1.150, 0.941, -3.423)
C (0.543, 0.940, -2.149)
O (1.241, 0.951, -0.996)
C (-0.880, 0.925, -2.111)
C (-1.604, 0.807, -0.881)
N (-1.153, 0.291, 0.229)
C (-2.039, 0.142, 1.365)
C (-3.153, -0.622, 1.370)
C (-3.767, -0.955, 2.601)
C (-3.221, -0.611, 3.786)
C (-2.100, 0.267, 3.821)
C (-1.666, 0.846, 4.983)
C (-0.617, 1.741, 4.978)
C (0.016, 1.995, 3.768)
N (-0.382, 1.476, 2.626)
C (-1.484, 0.654, 2.601)
C (-1.569, 0.913, -3.341)
H (0.990, 0.835, -5.545)
H (2.234, 1.114, -3.427)
H (-2.661, 1.178, -0.796)
H (-3.500, -0.966, 0.430)
H (-4.699, -1.569, 2.563)
H (-3.684, -0.989, 4.706)
H (-2.119, 0.600, 5.948)
H (-0.298, 2.223, 5.870)
H (0.903, 2.663, 3.841)
H (-2.633, 0.933, -3.380)
N (0.440, 3.129, 0.351)
C (0.088, 4.225, -0.252)
C (0.637, 4.506, -1.562)
C (0.159, 5.552, -2.264)
C (-1.038, 6.308, -1.786)
C (-1.367, 6.138, -0.311)
C (-0.893, 5.100, 0.341)
S (-2.195, 6.800, -2.968)
O (-1.965, 6.293, -4.272)
O (-3.556, 7.030, -2.544)
O (-1.041, 7.760, -2.312)
H (0.975, 2.472, -0.229)
H (0.056, 2.763, 1.201)
H (1.391, 3.889, -1.971)
H (0.533, 5.858, -3.207)
H (-2.130, 6.831, 0.072)
H (-1.160, 4.897, 1.357)

Löwdin population analysis, charges in e, atoms 1 to 5: atom 1 (Pb): 1.44, atom 2 (C): -0.16, atom 3 (C): -0.17, atom 4 (N): -0.13, atom 5 (C): -0.15